Entry 1:
C32H67BO10P | the ωB97M-V functional and the def2-TZVPD basis

The value obtained for the lowest unoccupied orbital energy is 2.08 eV.

```
! wB97M-V def2-TZVPD RIJCOSX def2/J DEFGRID3
* xyz -1 1
C 2.202 -3.837 2.283
C 1.411 -5.078 2.702
C 0.628 -4.837 4.005
O 0.223 -3.508 4.179
C -1.170 -3.263 3.832
B -1.589 -1.740 4.253
C -1.765 -0.681 3.012
C -0.721 -0.760 1.876
C 0.481 0.179 2.040
C 1.209 -0.046 3.383
C 1.468 -0.052 0.880
C 1.011 0.516 -0.476
C 1.809 -0.001 -1.644
C 1.301 -0.596 -2.731
C 1.966 -0.468 -4.081
C 0.083 -1.477 -2.691
P -3.353 -1.912 5.086
O -4.204 -3.000 4.504
O -3.245 -2.101 6.718
O -4.225 -0.542 4.894
H 2.857 -4.054 1.435
H 2.807 -3.447 3.106
H 1.515 -3.043 1.995
H 0.717 -5.326 1.894
H 2.121 -5.897 2.852
H 1.293 -5.083 4.846
H -0.228 -5.521 4.069
H -1.290 -3.440 2.751
H -1.762 -4.036 4.338
H -0.839 -1.340 5.128
H -2.769 -0.721 2.579
H -1.685 0.329 3.440
H -1.224 -0.477 0.941
H -0.336 -1.773 1.711
H 0.165 1.227 1.950
H 2.293 -0.049 3.216
H 1.019 0.774 4.078
H 0.950 -0.999 3.840
H 2.440 0.405 1.110
H 1.655 -1.123 0.751
H 1.217 1.592 -0.482
H -0.049 0.337 -0.659
H 2.895 0.092 -1.575
H 1.211 -0.217 -4.824
H 2.742 0.296 -4.055
H 2.444 -1.404 -4.388
H 0.405 -2.464 -3.038
H -0.724 -1.165 -3.361
H -0.299 -1.582 -1.676
H -2.305 -2.200 6.912
H -5.115 -0.840 4.640
C 2.451 -3.239 -7.643
C 1.106 -3.373 -6.966
O 0.682 -2.525 -6.218
C 0.318 -4.631 -7.257
H 2.910 -2.296 -7.354
H 3.095 -4.067 -7.337
H 2.338 -3.264 -8.728
H 0.891 -5.509 -6.954
H 0.111 -4.704 -8.326
H -0.620 -4.607 -6.708
C 2.920 1.691 -9.470
C 2.541 1.097 -8.129
O 3.171 0.183 -7.650
C 1.354 1.710 -7.445
H 3.789 1.173 -9.868
H 2.089 1.594 -10.171
H 3.151 2.752 -9.354
H 0.474 1.616 -8.085
H 1.552 2.767 -7.253
H 1.165 1.206 -6.500
C -7.944 1.172 2.197
C -7.732 0.536 3.551
O -6.783 -0.170 3.772
C -8.766 0.831 4.614
H -7.134 0.881 1.533
H -8.895 0.844 1.773
H -7.961 2.259 2.292
H -9.749 0.490 4.285
H -8.815 1.905 4.802
H -8.495 0.316 5.533
C -2.369 1.629 9.185
C -2.665 1.369 7.720
O -1.777 1.151 6.934
C -4.113 1.401 7.306
H -1.296 1.580 9.354
H -2.735 2.618 9.472
H -2.867 0.881 9.804
H -4.527 2.393 7.511
H -4.678 0.645 7.854
H -4.179 1.179 6.246
C 2.366 5.370 -3.854
C 2.850 4.694 -5.104
O 2.112 4.433 -6.030
C 4.317 4.342 -5.158
H 1.302 5.576 -3.948
H 2.537 4.743 -2.973
H 2.904 6.308 -3.704
H 4.565 3.666 -4.338
H 4.922 5.245 -5.058
H 4.546 3.857 -6.105
C 4.754 2.888 -0.634
C 3.710 3.865 -0.153
O 3.164 4.639 -0.911
C 3.379 3.834 1.316
H 4.904 3.007 -1.705
H 5.698 3.065 -0.115
H 4.431 1.866 -0.429
H 4.273 4.045 1.906
H 3.005 2.847 1.595
H 2.617 4.578 1.535
*
```

Entry 2:
C32H67F12N15O26S12 | the ωB97M-V functional and the def2-TZVPD basis

The value obtained for the lowest unoccupied orbital energy is -0.58 eV.

```
! wB97M-V def2-TZVPD RIJCOSX def2/J DEFGRID3
* xyz 0 1
C 4.328 -2.157 8.424
C 4.868 -3.020 7.351
N 3.976 -3.106 6.193
C 3.424 -2.000 5.554
C 2.685 -2.482 4.477
N 2.729 -3.845 4.499
C 3.493 -4.220 5.590
C 2.108 -4.726 3.557
H 5.186 -1.848 9.021
H 3.493 -2.543 9.009
H 3.757 -1.302 8.061
H 5.062 -3.976 7.836
H 5.842 -2.625 7.061
H 3.459 -0.990 5.935
H 2.089 -1.962 3.742
H 3.585 -5.261 5.865
H 2.720 -5.621 3.446
H 2.161 -4.233 2.586
H 1.106 -4.982 3.901
C -4.711 -2.801 -3.975
C -3.851 -4.050 -4.261
N -4.639 -5.248 -4.144
C -5.370 -5.871 -5.132
C -6.232 -6.845 -4.507
N -5.763 -7.032 -3.193
C -4.863 -6.038 -3.011
C -6.185 -7.989 -2.188
H -5.040 -2.804 -2.936
H -5.600 -2.628 -4.582
H -4.078 -1.943 -4.205
H -3.018 -4.156 -3.566
H -3.403 -4.051 -5.255
H -5.436 -5.542 -6.159
H -6.983 -7.461 -4.978
H -4.483 -5.834 -2.021
H -6.794 -8.702 -2.744
H -6.899 -7.525 -1.507
H -5.319 -8.506 -1.776
C -0.268 4.887 -8.072
C -1.795 4.631 -7.951
N -2.072 4.416 -6.486
C -2.128 5.317 -5.437
C -2.250 4.684 -4.223
N -2.396 3.308 -4.591
C -2.256 3.184 -5.909
C -2.517 2.184 -3.677
H 0.098 5.421 -8.948
H 0.381 4.017 -7.969
H 0.089 5.531 -7.267
H -2.133 3.822 -8.598
H -2.387 5.505 -8.222
H -2.064 6.362 -5.700
H -2.190 4.975 -3.185
H -2.015 2.271 -6.434
H -3.028 2.431 -2.746
H -1.501 1.960 -3.349
H -2.983 1.334 -4.176
C -2.651 1.766 2.553
C -1.743 2.015 3.802
O -0.706 2.582 3.748
N -2.230 1.387 5.107
H -3.216 1.534 5.272
H -2.196 0.383 5.009
C -1.515 1.960 6.427
H -3.562 1.200 2.746
H -2.104 1.308 1.729
H -3.039 2.676 2.094
H -1.727 1.208 7.188
H -1.956 2.948 6.557
H -0.455 2.042 6.189
C 4.488 6.039 1.039
C 3.272 6.454 1.885
O 2.712 7.504 1.827
N 2.762 5.403 2.874
H 3.482 4.704 2.986
H 2.597 5.788 3.793
C 1.539 4.677 2.288
H 4.392 6.380 0.009
H 4.499 4.949 1.018
H 5.426 6.348 1.500
H 0.747 5.415 2.161
H 1.345 3.990 3.112
H 1.727 4.153 1.351
C -2.851 -1.122 -1.592
C -1.877 -0.271 -0.837
C -0.623 -1.001 -0.463
N 0.650 -0.150 -0.376
C 0.960 0.440 -1.781
C 1.784 -1.089 0.145
C 2.906 -0.151 0.614
C 2.143 1.159 1.017
C 0.622 0.942 0.745
H -3.798 -0.681 -1.902
H -3.249 -1.878 -0.915
H -2.468 -1.612 -2.487
H -2.305 -0.047 0.140
H -1.675 0.647 -1.388
H -0.443 -1.854 -1.117
H -0.771 -1.643 0.405
H 0.776 -0.345 -2.515
H 1.999 0.766 -1.832
H 0.258 1.273 -1.814
H 2.002 -1.822 -0.632
H 1.351 -1.572 1.021
H 3.711 -0.014 -0.108
H 3.465 -0.492 1.485
H 2.634 2.034 0.592
H 2.328 1.364 2.072
H 0.185 1.824 0.277
H -0.012 0.667 1.588
N -2.966 5.427 -0.929
S -4.103 4.771 -0.233
O -4.102 4.657 1.225
O -4.775 3.763 -1.032
F -5.048 6.091 -0.354
S -1.715 4.625 -0.045
O -1.433 3.276 -0.510
O -1.513 4.953 1.366
F -0.512 5.409 -0.875
N 3.915 -3.203 -3.074
S 3.979 -1.925 -3.782
O 3.448 -0.830 -2.963
O 4.291 -1.715 -5.186
F 5.510 -1.727 -3.306
S 2.359 -3.581 -3.563
O 2.139 -3.700 -4.998
O 1.286 -3.000 -2.804
F 2.313 -5.117 -3.000
N -1.881 -1.122 4.396
S -1.737 -2.185 3.325
O -2.639 -3.302 3.402
O -0.311 -2.392 2.862
F -2.279 -1.280 2.130
S -1.385 -2.233 5.686
O -0.234 -3.118 5.396
O -2.454 -2.733 6.559
F -0.700 -1.029 6.496
N 3.126 3.391 -4.647
S 1.911 3.885 -3.859
O 1.661 5.294 -3.568
O 1.210 2.914 -3.053
F 0.887 3.811 -5.138
S 4.115 3.501 -3.263
O 3.756 2.613 -2.189
O 4.638 4.848 -2.898
F 5.331 2.848 -3.943
N 4.335 3.296 2.624
S 4.157 2.304 4.083
O 4.883 2.831 5.233
O 3.760 0.916 3.977
F 2.692 2.759 4.462
S 5.574 2.418 2.264
O 5.282 1.214 1.485
O 6.778 2.432 3.128
F 6.173 3.287 1.060
N -2.139 -5.930 -1.467
S -1.627 -7.153 -0.404
O -1.470 -6.890 1.013
O -0.743 -8.112 -1.039
F -3.013 -7.928 -0.443
S -1.312 -4.875 -0.756
O 0.141 -5.157 -0.620
O -1.864 -3.878 0.201
F -1.273 -3.917 -2.070
*
```

Entry 3:
C32H68BrClN3O7P2S4 | the ωB97M-V functional and the def2-TZVPD basis

The value obtained for the lowest unoccupied orbital energy is -3.13 eV.

```
! wB97M-V def2-TZVPD RIJCOSX def2/J DEFGRID3
* xyz 1 1
C 5.681 -2.069 0.733
C 4.711 -1.958 -0.118
C 3.570 -1.562 -1.209
C 2.163 -2.256 -0.996
C 0.980 -1.606 -0.154
C 1.241 -0.320 0.753
C 1.592 0.889 -0.294
C 1.008 0.755 -1.777
C -0.623 0.945 -1.789
C -0.974 2.520 -1.873
C -1.978 3.029 -0.693
C -3.538 2.988 -1.152
C -3.833 4.118 -2.302
O -4.075 3.382 -3.531
C -3.538 4.056 -4.701
N 2.356 -0.818 1.618
C 1.949 -1.440 2.886
C 2.903 -2.718 3.203
C 2.546 -4.074 2.440
C 2.308 -5.223 3.591
O 3.723 -4.503 1.688
C 0.374 -1.697 3.168
P 0.352 -2.221 5.007
O -1.216 -2.874 5.430
Br 0.670 -0.410 6.407
N -0.642 -0.759 2.602
C -1.648 -1.578 1.853
S -2.996 -0.707 0.923
C -4.045 -2.136 0.265
C -3.582 -2.622 -1.197
P -1.705 0.117 3.826
O -2.413 1.532 3.079
Cl -3.468 -0.875 4.370
C 0.153 0.254 1.767
C 0.683 1.440 2.776
C 2.086 2.155 2.540
C 2.334 3.519 1.670
N 3.203 1.752 3.169
H 6.424 -2.424 1.543
H 4.000 -2.031 -2.189
H 3.610 -0.440 -1.405
H 2.408 -3.356 -0.689
H 1.729 -2.400 -2.073
H 0.002 -1.587 -0.788
H 0.775 -2.470 0.609
H 2.710 1.173 -0.267
H 1.003 1.821 0.094
H 1.369 -0.116 -2.414
H 1.386 1.704 -2.342
H -1.138 0.388 -0.932
H -0.987 0.487 -2.795
H -1.486 2.832 -2.864
H -0.041 3.209 -1.790
H -1.780 2.542 0.327
H -1.733 4.161 -0.561
H -4.239 3.226 -0.277
H -3.702 1.959 -1.631
H -4.775 4.747 -2.060
H -2.950 4.867 -2.376
H -4.401 4.140 -5.474
H -2.691 3.441 -5.202
H -3.129 5.106 -4.508
H 3.210 -0.269 1.601
H 2.237 -0.713 3.727
H 3.030 -2.890 4.346
H 3.963 -2.394 2.846
H 1.595 -4.081 1.804
H 1.629 -6.030 3.114
H 3.289 -5.731 3.905
H 1.719 -4.782 4.491
H 3.478 -5.345 1.238
H 0.173 -2.730 2.656
H -1.643 -2.259 6.076
H -2.029 -2.379 2.620
H -1.249 -2.301 1.050
H -3.819 -3.018 0.992
H -5.169 -1.931 0.371
H -2.729 -3.409 -1.179
H -4.456 -3.137 -1.761
H -3.199 -1.741 -1.832
H -2.965 1.955 3.796
H -0.626 0.827 1.112
H -0.057 2.339 2.804
H 0.851 1.025 3.856
H 3.250 3.267 1.001
H 2.691 4.342 2.390
H 1.410 3.821 1.064
H 2.981 0.968 3.793
C -8.037 -6.289 -0.557
S -6.835 -5.659 -1.748
O -5.829 -4.854 -0.986
C -7.956 -4.498 -2.558
H -7.537 -7.012 0.089
H -8.425 -5.470 0.052
H -8.853 -6.783 -1.087
H -8.350 -3.788 -1.828
H -8.775 -5.049 -3.025
H -7.399 -3.959 -3.325
C -2.749 6.644 -8.674
S -1.549 5.873 -7.567
O -2.010 6.118 -6.165
C -0.204 7.032 -7.905
H -3.691 6.099 -8.594
H -2.910 7.685 -8.386
H -2.387 6.589 -9.702
H -0.519 8.049 -7.664
H 0.078 6.965 -8.957
H 0.649 6.759 -7.283
C 7.521 0.002 4.241
S 8.477 -0.340 2.747
O 9.038 -1.719 2.880
C 9.811 0.825 3.104
H 6.647 -0.652 4.248
H 8.127 -0.196 5.127
H 7.192 1.043 4.235
H 10.277 0.577 4.059
H 9.410 1.840 3.133
H 10.553 0.752 2.308
*
```